{"formula": "C2H3N3S", "method": "ωB97M-V/def2-TZVPD", "total_energy_ha": -640.22238, "orbital_gap_ev": [7.608, 7.607], "e_lumo_ev": [-0.40, -0.40], "e_homo_ev": [-8.00, -8.00], "symbols": ["S", "C", "H", "N", "H", "C", "N", "H", "N"], "positions_angstrom": [[2.74582, -0.26733, -0.30936], [1.69382, 0.81988, 0.68960], [0.31411, 2.18565, -0.55398], [0.61765, 1.28444, -0.29691], [-1.41849, -0.86959, -0.53162], [1.02916, -0.56546, 0.39021], [-1.19071, 0.10796, -0.57748], [1.04374, -1.49510, 1.03422], [0.00211, 0.17549, -0.28574]]}

=====

{"formula": "C2H3N3S", "method": "ωB97M-V/def2-TZVPD", "smiles": "Sc1ncn[nH]1", "total_energy_ha": -640.43674, "orbital_gap_ev": 10.023, "e_lumo_ev": 0.66, "e_homo_ev": -9.36, "symbols": ["H", "N", "H", "N", "S", "H", "C", "N", "C"], "positions_angstrom": [[0.04099, 2.19726, -1.90056], [-0.25925, -1.08936, 1.20805], [-1.25864, -2.31706, -0.10926], [0.41952, 0.08634, 1.11513], [1.08964, 1.81718, -1.04164], [0.95626, 0.45612, 1.82132], [0.27691, 0.46713, -0.24870], [-0.52471, -0.27994, -0.89365], [-0.74072, -1.33767, 0.04931]]}

=====

{"formula": "C2H3N3S", "method": "ωB97M-V/def2-TZVPD", "smiles": "[H]/N=N/NC1=CS1", "total_energy_ha": -640.28812, "orbital_gap_ev": 7.814, "e_lumo_ev": 0.23, "e_homo_ev": -7.59, "symbols": ["C", "C", "H", "H", "H", "S", "N", "N", "N"], "positions_angstrom": [[1.64336, -1.17414, -0.11223], [1.03656, 0.00367, 0.10133], [-0.14483, 1.54912, 0.29336], [1.67004, -2.14357, 0.27050], [-3.22132, 0.31467, -0.34746], [2.80663, 0.31935, -0.10416], [-0.17876, 0.58955, 0.15973], [-2.29640, 0.64112, -0.20861], [-1.31528, -0.09978, -0.05245]]}

=====

{"formula": "C2H3N3S2", "method": "ωB97M-V/def2-TZVPD", "smiles": "Sc1nnc(S)[nH]1", "total_energy_ha": -1038.63134, "orbital_gap_ev": 8.961, "e_lumo_ev": 0.43, "e_homo_ev": -8.53, "symbols": ["H", "H", "H", "C", "S", "C", "S", "N", "N", "N"], "positions_angstrom": [[-1.62430, 0.11407, -0.81436], [0.39896, -3.26930, 0.25494], [0.58532, 3.26243, 0.36611], [-0.04066, -1.06989, 0.03970], [-0.32117, 2.67397, -0.40652], [0.09859, 1.05184, 0.00652], [-0.59477, -2.69072, -0.42228], [1.15995, 0.64434, 0.67320], [-0.70559, 0.00447, -0.40994], [1.04367, -0.72121, 0.71263]]}

=====

{"formula": "C2H3N4O3S", "method": "ωB97M-V/def2-TZVPD", "smiles": "CO[S@](=O)([O-])=C1N=NN=N1", "charge": -1, "total_energy_ha": -920.93555, "orbital_gap_ev": 9.264, "e_lumo_ev": 3.47, "e_homo_ev": -5.80, "symbols": ["N", "O", "O", "N", "S", "N", "H", "N", "H", "O", "C", "C", "H"], "positions_angstrom": [[-1.84275, -2.32691, 0.80234], [1.38673, 0.29341, -0.96753], [-0.46412, 0.40255, -2.64201], [-1.97327, -1.28980, 1.61092], [-0.20581, 0.69946, -1.22263], [-1.33782, -1.84939, -0.34911], [2.95103, 0.50674, 0.26266], [-1.57450, -0.20845, 1.05625], [1.46473, 1.68595, 0.66904], [-0.48102, 1.98242, -0.70899], [1.82470, 0.62188, 0.39625], [-1.07960, -0.56420, -0.13797], [1.33171, 0.04635, 1.23079]]}

=====

{"formula": "C2H3N4O8", "method": "ωB97M-V/def2-TZVPD", "charge": -1, "total_energy_ha": -898.52417, "orbital_gap_ev": [6.862, 7.474], "e_lumo_ev": [3.19, 3.03], "e_homo_ev": [-3.67, -4.45], "symbols": ["O", "O", "O", "O", "O", "O", "H", "O", "N", "C", "H", "N", "N", "C", "H", "N", "O"], "positions_angstrom": [[-0.71491, -0.06235, 1.33939], [0.84859, -0.45228, -2.41091], [-2.03343, -1.57261, 0.37068], [-2.27180, -0.98917, 2.46547], [1.02954, -2.51505, -1.99211], [-2.26356, 0.95299, -0.44553], [1.91311, 1.50646, 0.34650], [-1.39286, 2.68659, -1.41523], [-1.38749, 1.65512, -0.79943], [0.02904, -0.03028, 0.19505], [2.53705, -0.21879, 0.39306], [0.83713, -1.36002, -1.57992], [-1.81837, -0.96553, 1.35879], [2.17580, 0.66069, 0.91272], [2.17478, 0.74390, 2.07048], [0.40973, -1.21711, -0.35494], [-0.07235, 1.17742, -0.45410]]}

=====

{"formula": "C2H3N4S", "method": "ωB97M-V/def2-TZVPD", "charge": -1, "total_energy_ha": -695.13681, "orbital_gap_ev": 7.247, "e_lumo_ev": 3.87, "e_homo_ev": -3.38, "symbols": ["N", "N", "C", "C", "H", "N", "S", "N", "H", "H"], "positions_angstrom": [[-0.52695, -0.10831, 0.46342], [0.18736, -1.17650, 0.32555], [-1.73626, 0.10003, -0.23920], [1.92674, 0.24653, 0.18127], [-2.16164, -0.80982, -0.25497], [1.40328, -1.11808, 0.28881], [3.51631, 0.42523, -0.28687], [1.06771, 1.15019, 0.36130], [-1.42014, 0.46963, -1.15857], [-2.25642, 0.82109, 0.31925]]}

=====

{"formula": "C2H3N5O", "method": "ωB97M-V/def2-TZVPD", "smiles": "[H]/N=C/n1nnc(=O)[nH]1", "total_energy_ha": -426.94511, "orbital_gap_ev": 8.934, "e_lumo_ev": -0.63, "e_homo_ev": -9.56, "symbols": ["C", "H", "N", "H", "O", "C", "H", "N", "N", "N", "N"], "positions_angstrom": [[-2.04587, -0.20142, -0.11244], [-0.31564, -1.44707, 0.39867], [-0.69595, 1.45310, 0.15397], [3.10034, -0.70798, -0.00787], [-2.94864, -0.95697, 0.06528], [1.49092, 0.35147, -0.04928], [1.83367, 1.35780, -0.12915], [2.10155, -0.75863, 0.03082], [-0.70587, -0.66500, -0.16236], [-1.91131, 1.20683, -0.09291], [0.09679, 0.36788, -0.09472]]}

=====

{"formula": "C2H3NO", "method": "ωB97M-V/def2-TZVPD", "smiles": "NC=C=O", "total_energy_ha": -207.93517, "orbital_gap_ev": 9.364, "e_lumo_ev": 0.29, "e_homo_ev": -9.08, "symbols": ["C", "H", "O", "N", "H", "C", "H"], "positions_angstrom": [[0.03657, -0.13188, 0.17916], [-0.02516, 1.81969, -0.22608], [0.90134, -2.28941, 0.87447], [0.06201, 0.94978, -0.75507], [-0.85439, 0.89983, -1.36470], [0.62625, -1.24564, 0.41582], [-0.74661, -0.00237, 0.87641]]}

=====

{"formula": "C2H3NO", "method": "ωB97M-V/def2-TZVPD", "total_energy_ha": -207.73847, "orbital_gap_ev": [6.278, 8.503], "e_lumo_ev": [0.99, -2.48], "e_homo_ev": [-5.29, -10.99], "multiplicity": 3, "symbols": ["N", "C", "H", "H", "H", "O", "C"], "positions_angstrom": [[-0.55345, -0.89473, -0.04388], [0.78383, -0.26944, -0.05023], [1.33906, -0.41456, 0.97726], [1.34917, -0.39618, -0.85656], [-1.94784, 0.61117, 0.08406], [0.04717, 1.07827, -0.06719], [-1.01794, 0.28547, -0.04346]]}